A 3-piece molecular cluster, C42H76FN3O12P2S overall. Source: the OMol25 dataset; level of theory: wB97M-V/def2-TZVPD.

```
137
Properties=species:S:1:pos:R:3:forces:R:3:mulliken_charge:R:1
C 1.9452 4.7916 4.8894 0.32 -0.53 -0.48 -0.820
C 2.4062 3.8840 3.9321 -0.17 0.80 0.14 -0.456
C 1.6382 3.5207 2.6940 1.49 0.92 -0.59 0.752
C 0.3870 2.6958 3.0077 1.03 0.98 0.08 0.186
N 0.0398 2.5551 4.2569 -0.99 -0.59 -1.39 -0.145
C -1.0908 1.7997 4.4005 -0.20 -0.03 1.39 -0.514
C -1.5720 1.5154 5.7134 -0.05 0.78 0.47 0.820
S -0.7224 2.0583 7.1822 1.39 -2.22 0.61 1.319
O -1.0390 1.1218 8.2125 -1.02 0.39 0.12 -0.683
O 0.6713 2.2211 6.9698 -0.15 1.08 -0.46 -0.546
F -1.3671 3.4238 7.6031 0.00 -0.03 -0.52 -0.236
C -2.7043 0.7835 5.9471 0.07 0.04 -0.68 -1.441
C -3.4391 0.2542 4.8541 -0.03 0.29 0.45 0.509
C -4.6420 -0.5953 5.2260 0.53 -0.61 0.86 -1.033
C -4.0794 -1.9740 5.5934 -0.28 0.20 -0.78 0.330
O -3.8684 -2.7582 4.7196 0.31 -0.56 -0.18 -0.472
O -3.8085 -2.2469 6.9029 0.10 0.87 0.08 -0.513
C -3.0157 0.4914 3.5653 0.09 0.17 -0.43 0.255
C -3.7376 -0.0839 2.3712 -0.63 -0.22 0.43 0.894
C -5.1642 0.4443 2.1302 -0.31 -0.36 -0.49 -0.869
C -5.9048 -0.4487 1.1059 -0.23 1.15 0.14 -0.879
C -5.3267 -0.3030 -0.3137 -0.12 -0.55 -0.27 -0.846
C -4.3219 -1.3795 -0.8212 -0.44 -0.01 0.07 -0.537
C -4.0201 -2.5955 0.0793 1.49 -0.26 -1.08 -0.762
C -2.4924 -2.8832 -0.0328 -0.66 0.26 1.28 0.269
C -1.9706 -3.8144 1.0801 0.55 -0.17 -0.37 -0.446
C -0.5437 -3.4655 1.5756 0.16 -0.41 -0.46 -1.048
C 0.3705 -2.8291 0.5118 -0.25 0.69 0.70 0.825
C 1.8721 -2.9773 0.7864 -0.09 0.23 -1.30 -0.852
C 2.6572 -1.8688 0.0459 0.43 0.10 0.26 -1.051
C 3.1140 -0.7314 0.9706 -0.02 0.29 -0.90 -0.373
C 3.6988 0.4602 0.1820 -0.01 0.02 0.31 -0.021
C 4.7832 1.2470 0.9482 0.19 0.03 -0.34 -1.164
C -1.8323 1.2683 3.3422 -0.34 -0.33 -0.32 0.148
N -1.4230 1.4482 2.0497 0.47 0.21 0.49 -0.345
C -0.3250 2.1301 1.8873 -0.31 -0.14 -0.22 0.303
C 0.1656 2.3164 0.4584 0.39 -0.74 0.62 -0.179
N -0.2104 1.2292 -0.4311 -0.01 0.94 -0.51 0.220
C -1.1249 1.6027 -1.5160 0.23 -0.81 0.10 -0.783
H 2.0382 5.8706 4.7676 -2.05 0.02 -0.81 0.287
H 1.4918 4.3516 5.7816 1.97 0.38 1.08 0.181
H 3.3834 3.4194 4.0948 -1.11 -1.83 0.88 0.412
H 2.2950 2.8881 2.0846 -0.15 0.13 -0.15 -0.616
H 1.3978 4.4097 2.0876 -0.34 -0.17 -0.01 0.442
H -3.0222 0.5958 6.9663 0.01 0.01 -0.08 0.584
H -5.3283 -0.7731 4.4088 -0.09 0.19 0.07 0.147
H -5.1181 -0.1714 6.1119 -0.23 0.09 -0.26 0.587
H -2.8472 -2.2950 7.0004 -0.06 -0.43 0.11 0.377
H -3.8240 -1.1585 2.5680 0.05 0.08 -0.05 -0.295
H -3.1833 0.0363 1.4427 0.22 0.04 0.21 0.195
H -5.7753 0.5125 3.0328 0.24 -0.04 0.09 0.382
H -5.1792 1.4513 1.6973 0.36 0.00 0.19 0.353
H -6.0094 -1.4740 1.4658 0.21 -0.02 -0.17 0.431
H -6.9245 -0.0460 1.0691 0.03 -0.15 0.00 0.475
H -4.8463 0.6753 -0.4266 -0.12 -0.01 0.24 0.214
H -6.1749 -0.2714 -1.0046 0.10 -0.08 0.02 0.475
H -4.6936 -1.7633 -1.7764 0.06 0.06 0.06 0.592
H -3.3772 -0.8866 -1.0732 -0.05 -0.01 0.14 0.051
H -4.5104 -3.4831 -0.3302 -0.43 0.09 0.52 0.481
H -4.2051 -2.4649 1.1409 -0.45 0.00 -0.15 0.211
H -2.2563 -3.2806 -1.0211 0.16 0.27 0.00 0.351
H -2.0244 -1.9056 0.1322 0.18 -0.11 -0.39 -0.560
H -2.6366 -3.8186 1.9483 -0.09 -0.03 -0.17 0.389
H -1.9255 -4.8354 0.6832 -0.22 0.02 0.14 0.162
H -0.0623 -4.3983 1.8953 -0.11 0.11 0.20 0.312
H -0.5911 -2.8089 2.4512 0.04 -0.03 -0.07 0.327
H 0.1615 -1.7488 0.5152 -0.02 -0.09 -0.13 -0.756
H 0.1139 -3.1648 -0.4972 0.17 -0.16 0.08 0.398
H 2.2022 -3.9186 0.3353 -0.03 -0.20 0.57 0.332
H 2.0899 -2.9454 1.8565 0.02 -0.16 -0.05 0.431
H 2.0813 -1.4626 -0.7944 -0.15 -0.05 0.17 0.371
H 3.5683 -2.2767 -0.4099 -0.11 -0.06 0.05 0.540
H 3.9268 -1.1195 1.5914 -0.38 0.00 0.38 0.406
H 2.2578 -0.3822 1.5603 0.24 -0.15 0.33 0.081
H 2.9088 1.1620 -0.0992 -0.09 -0.20 -0.10 -0.232
H 4.1013 0.0866 -0.7655 0.09 0.00 0.13 0.541
H 5.6320 1.4235 0.2817 -0.03 0.17 0.15 0.310
H 4.4318 2.2247 1.2874 0.01 -0.08 -0.01 0.176
H 5.1795 0.7197 1.8201 -0.16 -0.10 -0.07 0.343
H -0.1936 3.2967 0.1279 0.03 -0.13 -0.24 0.575
H 1.2578 2.3493 0.4813 -0.07 0.34 0.03 -0.756
H -0.5310 0.4164 0.0727 -0.15 0.11 0.07 -0.280
H -1.0295 2.6610 -1.7575 -0.13 -0.01 0.19 0.348
H -0.8336 1.0609 -2.4225 -0.21 -0.01 0.04 0.297
H -2.1597 1.3404 -1.2619 -0.05 0.31 -0.20 0.110
C -0.4160 -8.6742 -1.4441 -0.04 -0.05 -0.16 -1.180
C -0.9969 -7.2733 -1.5141 0.01 -0.19 0.28 -0.081
O -0.5520 -6.5726 -2.6790 -0.30 -0.66 -0.43 -0.180
P -1.2542 -6.8808 -4.1071 3.73 5.46 0.82 1.011
O -2.6334 -6.3416 -4.0033 -0.78 -3.09 -0.55 -0.754
O -0.5295 -5.7251 -5.0203 -0.20 -0.64 -0.25 -0.319
C -1.2951 -4.8497 -5.8479 -0.06 0.35 0.07 -0.318
C -1.4872 -3.5068 -5.1747 0.07 0.09 0.13 -1.086
O -0.1465 -7.9827 -4.5641 -2.55 -1.24 0.12 -0.293
C -0.3059 -8.6432 -5.8452 0.26 -0.12 -0.28 -0.380
C 0.4287 -7.9046 -6.9485 -0.19 0.24 -0.09 -0.922
H -0.8167 -9.3041 -2.2409 -0.02 -0.03 0.05 0.277
H -0.6535 -9.1412 -0.4874 -0.02 0.04 0.00 0.426
H 0.6664 -8.6468 -1.5683 0.01 0.04 0.07 0.266
H -2.0902 -7.3002 -1.4860 0.01 0.06 -0.03 0.314
H -0.6580 -6.6918 -0.6564 0.02 0.12 -0.10 0.134
H -2.2523 -5.2983 -6.1139 -0.03 -0.01 0.14 0.375
H -0.7346 -4.7151 -6.7766 0.11 -0.09 0.06 0.379
H -1.9352 -3.6195 -4.1873 -0.12 -0.11 -0.06 0.140
H -2.1271 -2.8598 -5.7773 0.02 0.00 -0.01 0.380
H -0.5243 -3.0127 -5.0349 0.00 0.00 -0.06 0.323
H -1.3655 -8.7589 -6.0842 0.01 -0.01 0.02 0.337
H 0.1136 -9.6420 -5.7303 -0.03 0.03 0.19 0.328
H -0.1501 -7.0549 -7.3074 0.04 0.04 0.04 0.158
H 0.5986 -8.5655 -7.7996 0.02 -0.07 0.07 0.398
H 1.3840 -7.5237 -6.5904 0.03 -0.11 0.03 0.279
C 5.5329 8.5592 0.4915 0.06 -0.05 -0.15 -1.059
C 4.4438 7.5163 0.6673 0.17 0.13 0.25 -0.243
O 3.6697 7.3483 -0.5249 0.76 -0.15 -0.40 -0.345
P 4.2692 6.4523 -1.7366 -6.46 1.57 0.18 1.038
O 4.2714 5.0532 -1.2394 3.17 0.29 -0.52 -0.627
O 2.9637 6.4315 -2.7335 0.71 0.00 -0.23 -0.356
C 2.4723 5.2038 -3.2691 -0.25 -0.18 0.13 -0.550
C 1.2792 4.7231 -2.4741 -0.25 0.03 0.12 -0.781
O 4.9017 7.7193 -2.5380 2.09 -1.80 0.70 -0.310
C 5.6238 7.4754 -3.7722 0.03 0.20 -0.36 -0.371
C 4.7099 7.5653 -4.9801 -0.15 -0.29 -0.02 -0.919
H 6.2933 8.2160 -0.2130 0.03 0.01 0.05 0.251
H 6.0202 8.7694 1.4443 -0.03 -0.03 0.01 0.412
H 5.1173 9.4842 0.0924 -0.04 0.01 0.06 0.259
H 4.8679 6.5565 0.9766 -0.06 -0.02 -0.03 0.244
H 3.7489 7.8364 1.4432 -0.11 -0.05 -0.10 0.324
H 3.2551 4.4459 -3.3015 0.02 0.02 0.15 0.381
H 2.1720 5.3972 -4.3020 0.02 0.16 0.03 0.406
H 1.5098 4.6391 -1.4115 0.21 -0.08 -0.05 0.037
H 0.9363 3.7506 -2.8330 0.01 0.01 -0.03 0.348
H 0.4592 5.4387 -2.5624 -0.01 -0.03 -0.06 0.354
H 6.1313 6.5089 -3.7312 0.00 0.01 0.02 0.336
H 6.3923 8.2448 -3.8356 -0.03 0.02 0.19 0.332
H 4.1482 6.6429 -5.1192 -0.06 0.03 0.02 0.154
H 5.2942 7.7303 -5.8863 0.06 0.06 0.06 0.399
H 3.9901 8.3738 -4.8620 0.09 0.07 0.01 0.283
```
Positions in Å, forces in eV/Å.

Output
E_HOMO = -7.117 eV
charge = 0